Entry 1:
Here is 13 unconnected molecules or ions with the total composition C27H61ClN14O27 from OMol25. Energies are from wB97M-V/def2-TZVPD.

XYZ file:
```
130
Properties=species:S:1:pos:R:3:mulliken_charge:R:1
C -1.928 1.246 1.008 -1.1265
C -1.585 0.820 -0.461 -0.3849
C -0.223 0.051 -0.562 0.1446
Cl 1.014 1.378 -0.692 -0.1665
C -0.337 -0.840 -1.848 -0.2171
C -0.273 0.123 -3.010 -0.3411
N 0.120 0.730 -3.853 -0.7010
C 0.673 -2.012 -2.011 3.3814
C 0.797 -2.814 -0.736 -1.9833
N 0.894 -3.370 0.222 -0.2574
C 2.148 -1.574 -2.326 -1.7503
O 2.900 -1.282 -1.157 -0.0221
C 4.201 -1.812 -1.339 -0.4552
O 5.100 -1.142 -0.495 -0.3651
C 5.883 -2.121 0.210 -0.4982
C 7.006 -1.357 1.014 -0.2238
O 7.179 -0.063 0.462 -0.5136
C 0.284 -3.035 -3.131 0.2527
C 0.716 -2.623 -4.575 -1.5884
C -1.223 -3.414 -3.167 -0.8976
C -1.693 -4.353 -2.027 -0.5669
H -1.464 0.506 1.676 0.4643
H -1.500 2.253 1.145 0.0470
H -3.023 1.277 1.102 0.2969
H -2.431 0.231 -0.849 0.1370
H -1.520 1.723 -1.089 0.3370
H -0.128 -0.512 0.374 0.6426
H -1.375 -1.206 -1.844 0.8097
H 2.200 -0.791 -3.097 0.1675
H 2.622 -2.477 -2.761 0.7329
H 4.539 -1.615 -2.381 0.2771
H 4.238 -2.906 -1.176 0.3623
H 5.223 -2.689 0.888 0.2831
H 6.371 -2.786 -0.527 0.4509
H 6.702 -1.295 2.068 0.3192
H 7.947 -1.940 0.877 0.1280
H 7.176 0.577 1.190 0.2708
H 0.831 -3.967 -2.901 0.2870
H 1.771 -2.916 -4.704 0.3686
H 0.673 -1.542 -4.773 0.2500
H 0.090 -3.102 -5.339 0.4570
H -1.369 -3.975 -4.107 0.4923
H -1.903 -2.547 -3.252 0.2696
H -1.063 -5.272 -1.913 -0.1284
H -1.720 -3.788 -1.078 0.1551
H -2.727 -4.686 -2.214 0.4577
C 0.025 -5.489 2.235 -0.5299
N 0.005 -6.786 2.967 0.9414
O 0.605 -7.721 2.469 -0.5314
O -0.610 -6.820 4.012 -0.5773
H 0.606 -5.609 1.331 0.0922
H -1.003 -5.227 2.001 0.2856
H 0.479 -4.750 2.889 0.3151
C 3.657 0.993 1.946 -0.0444
N 3.896 1.353 3.371 1.0072
O 4.913 0.937 3.894 -0.5592
O 3.056 2.040 3.916 -0.6020
H 4.478 0.387 1.596 -0.2519
H 2.722 0.441 1.898 0.1918
H 3.595 1.918 1.380 0.2676
C 2.068 -7.566 -1.038 -0.7572
N 0.771 -7.082 -1.581 0.8936
O -0.217 -7.264 -0.902 -0.4931
O 0.801 -6.538 -2.673 -0.5327
H 1.889 -8.024 -0.070 0.3069
H 2.468 -8.290 -1.743 0.2933
H 2.725 -6.705 -0.944 0.2509
C -3.714 4.143 -0.806 -0.8213
N -5.007 3.410 -0.749 1.0584
O -5.180 2.503 -1.542 -0.5243
O -5.807 3.769 0.092 -0.5551
H -3.106 3.715 -1.596 0.2250
H -3.941 5.187 -1.012 0.4428
H -3.233 4.029 0.156 0.2093
C 0.302 5.719 1.034 -0.7316
N -0.985 4.976 1.089 0.8805
O -1.154 4.067 0.290 -0.4781
O -1.789 5.319 1.929 -0.5139
H 0.913 5.302 0.239 0.3574
H 0.070 6.761 0.836 0.3129
H 0.780 5.606 2.001 0.1644
C -6.549 4.578 3.033 -0.7115
N -6.723 5.630 4.073 0.8956
O -6.277 6.735 3.834 -0.5320
O -7.302 5.306 5.090 -0.5442
H -6.022 5.006 2.189 0.3163
H -5.976 3.770 3.478 0.2836
H -7.540 4.242 2.739 0.3004
C 10.620 1.648 2.175 -0.5727
N 9.324 2.101 1.609 0.9861
O 8.317 1.871 2.258 -0.6208
O 9.358 2.666 0.540 -0.5243
H 10.434 1.161 3.127 0.2888
H 11.056 0.952 1.464 0.1603
H 11.250 2.524 2.307 0.2949
C 0.320 6.482 5.635 -0.7998
N 0.526 6.486 4.162 0.9320
O 1.571 6.014 3.737 -0.6011
O -0.363 6.959 3.485 -0.4526
H 1.189 6.032 6.105 0.3215
H 0.199 7.514 5.950 0.2881
H -0.575 5.901 5.838 0.3002
C -8.116 1.026 -0.569 -0.5995
N -8.310 -0.407 -0.212 0.9517
O -8.908 -1.112 -1.006 -0.5535
O -7.856 -0.773 0.851 -0.5562
H -8.570 1.208 -1.537 0.2559
H -8.597 1.623 0.202 0.2931
H -7.047 1.214 -0.603 0.1868
C 10.897 -2.888 -0.902 -0.7558
N 10.806 -1.829 0.139 0.9258
O 11.274 -0.740 -0.124 -0.5453
O 10.265 -2.130 1.185 -0.5209
H 11.399 -2.478 -1.771 0.3105
H 11.464 -3.713 -0.479 0.3122
H 9.883 -3.193 -1.147 0.2495
C -3.934 2.134 -4.548 -0.6724
N -4.077 0.706 -4.161 0.8448
O -4.699 -0.022 -4.906 -0.5544
O -3.554 0.371 -3.117 -0.3838
H -4.444 2.290 -5.493 0.3061
H -4.384 2.731 -3.759 0.1503
H -2.870 2.342 -4.642 0.2998
C -11.991 -0.171 -0.734 -0.7031
N -12.142 0.896 0.292 0.8923
O -11.683 1.994 0.032 -0.5234
O -12.711 0.595 1.319 -0.5329
H -11.467 0.240 -1.589 0.2906
H -11.422 -0.979 -0.284 0.2717
H -12.988 -0.501 -1.014 0.3038
```

Properties
Total energy in Eh: -4322.39812
Kohn-Sham gap in eV: 9.708

=====

Entry 2:
Here is 12 unconnected molecules or ions with the total composition C28H80N6O12 from OMol25. Energies are from wB97M-V/def2-TZVPD.

XYZ file:
```
126
Properties=species:S:1:pos:R:3:mulliken_charge:R:1
N -1.516 6.283 -3.141 -0.2960
C -0.852 6.107 -2.041 0.4358
N -0.580 4.860 -1.745 -0.0488
O -0.331 7.229 -1.411 -0.8000
H -1.802 5.510 -3.791 0.3878
H -1.682 7.261 -3.361 0.1994
H -0.122 4.665 -0.870 0.2410
H -1.114 4.113 -2.248 0.1054
N 1.467 -1.274 4.742 -0.4379
C 0.822 -1.352 3.593 0.4717
N 0.172 -2.440 3.419 0.0745
O 0.775 -0.405 2.664 -0.6407
H 1.511 -0.320 4.984 0.2346
H 1.375 -2.014 5.504 0.2083
H -0.487 -2.483 2.625 -0.3158
H 0.284 -3.256 3.953 0.2398
N -1.658 1.643 -4.292 -0.1968
C -2.504 2.609 -4.190 0.4591
N -3.767 2.187 -4.115 -0.2769
O -2.108 3.910 -4.341 -0.8958
H -0.633 2.011 -4.401 0.1614
H -1.997 0.647 -4.196 0.4130
H -4.530 2.879 -4.094 0.2292
H -3.904 1.200 -4.097 0.1476
C 2.811 -1.692 0.670 0.3897
C 4.278 -2.171 0.645 0.0355
C 4.424 -3.631 0.334 -1.2333
O 5.082 -1.603 -0.086 -0.4673
H 2.820 -0.640 1.021 0.3393
H 2.104 -2.350 1.134 -0.0222
H 2.371 -1.405 -0.283 -0.8523
H 4.662 -2.072 1.658 0.5686
H 3.727 -3.906 -0.486 0.0042
H 3.997 -4.177 1.196 0.3250
H 5.394 -3.980 0.089 0.4401
H 5.918 -1.729 0.290 0.4128
C -3.223 -4.795 1.178 -1.3336
C -2.964 -3.407 1.713 0.8789
C -2.994 -3.510 3.297 -1.4609
O -1.839 -2.917 1.462 0.8182
H -4.218 -5.156 1.527 0.4171
H -2.458 -5.510 1.551 0.2800
H -3.290 -4.879 0.031 0.2391
H -3.717 -2.717 1.385 0.1305
H -2.172 -4.121 3.677 0.3382
H -3.945 -3.889 3.734 0.3989
H -2.872 -2.556 3.903 0.2713
H -1.585 -3.018 0.501 -0.7950
C 2.282 1.062 -1.769 -0.0031
C 3.662 0.540 -2.205 1.3990
C 4.048 0.814 -3.653 -1.8381
O 4.641 0.823 -1.472 -0.6276
H 2.126 0.615 -0.782 -0.4042
H 1.502 0.670 -2.419 -0.2416
H 2.213 2.161 -1.829 0.6397
H 3.540 -0.509 -2.119 -0.5719
H 3.136 0.728 -4.267 0.2355
H 4.928 0.204 -3.894 0.3648
H 4.393 1.772 -3.876 0.5186
H 4.827 -0.034 -1.033 0.6034
C -2.536 -2.354 -1.919 -0.0899
C -3.333 -1.512 -2.847 -0.0176
C -4.127 -0.486 -2.080 -1.7837
O -2.739 -0.884 -3.769 -0.5638
H -3.118 -2.982 -1.276 0.5683
H -1.843 -1.707 -1.262 -0.5196
H -1.904 -2.952 -2.524 -0.0409
H -4.024 -2.209 -3.274 0.6698
H -4.840 -0.090 -2.764 0.5264
H -3.505 0.268 -1.631 0.3516
H -4.678 -0.890 -1.224 0.4004
H -2.457 -1.562 -4.401 0.2959
C 0.895 -1.575 -3.750 -0.4568
C 1.474 -2.980 -3.686 -0.1264
C 2.743 -3.000 -2.891 -0.9834
O 0.650 -3.762 -3.095 -0.6095
H 1.577 -0.773 -3.956 0.1054
H 0.267 -1.325 -2.913 -0.0562
H 0.198 -1.478 -4.557 0.4852
H 1.691 -3.398 -4.657 0.6738
H 2.689 -2.631 -1.887 -0.7303
H 3.389 -2.426 -3.465 0.6574
H 3.151 -3.998 -2.863 0.5622
H -0.065 -3.926 -3.718 0.3332
C 0.511 5.255 2.735 -1.7120
C -0.227 4.259 1.901 2.9925
C -1.735 4.507 1.697 -1.4572
O 0.226 4.059 0.746 -0.8207
H 0.363 6.234 2.259 0.3815
H 1.567 4.995 2.896 0.3492
H 0.130 5.255 3.775 0.3839
H -0.141 3.304 2.405 -1.3686
H -1.952 5.526 1.427 0.4634
H -2.232 4.280 2.605 0.4268
H -2.157 3.886 0.888 0.1452
H 0.164 3.114 0.595 0.0119
C -1.958 0.553 1.176 -1.2255
C -0.763 0.680 0.313 2.4757
C -1.109 1.308 -1.052 -1.0163
O 0.137 1.325 0.870 -0.1662
H -2.196 1.516 1.595 0.0287
H -1.732 -0.145 1.984 -0.1406
H -2.707 0.218 0.595 0.7934
H -0.340 -0.262 -0.031 -1.1273
H -1.429 0.673 -1.839 -0.1093
H -0.226 1.711 -1.489 0.1487
H -1.873 2.123 -1.074 0.2273
H 0.463 0.778 1.623 0.4237
C -0.445 1.668 4.731 -0.9806
C 0.810 2.309 5.169 1.1177
C 0.960 2.438 6.691 -1.6370
O 1.832 1.674 4.828 -0.5919
H -0.578 1.630 3.631 0.0168
H -1.283 2.177 5.250 0.4466
H -0.535 0.613 4.991 0.3039
H 0.946 3.276 4.675 -0.1977
H 1.169 1.453 7.176 0.3146
H 0.089 2.774 7.214 0.4002
H 1.697 3.177 6.986 0.3965
H 2.225 1.957 3.966 0.3553
C 0.414 -4.267 0.015 -0.7574
O 0.065 -3.054 -0.631 0.2194
H 0.046 -5.118 -0.551 0.4150
H 0.117 -4.252 1.068 0.1254
H 1.464 -4.423 0.134 0.1075
H 0.298 -3.086 -1.537 -0.1110
```

Properties
Relative energy (zero: lowest compared OMol25 entry of this formula, charge and spin) in kcal/mol: 206.5
Total energy in Eh: -2345.93675
SMILES: NC(N)=O.NC(N)=O.NC(N)=O.CC(C)O.CC(C)O.CC(C)O.CC(C)O.CC(C)O.CC(C)O.CC(C)O.CC(C)O.CO
Kohn-Sham gap in eV: 6.802

=====

Entry 3:
Here is a molecular structure, C4H9NO from OMol25. Energies are from wB97M-V/def2-TZVPD.

XYZ file:
```
15
Properties=species:S:1:pos:R:3:mulliken_charge:R:1
C -1.261 -0.786 0.381 -0.9765
N -0.368 0.359 0.336 -0.0116
C -0.983 1.488 -0.332 -0.9833
C 0.921 0.041 -0.182 -0.6779
C 1.857 -0.751 0.530 -0.0560
O 2.656 -1.306 -0.303 -0.4826
H -1.483 -1.189 -0.622 0.3410
H -2.203 -0.497 0.863 0.3202
H -0.816 -1.589 0.977 0.3115
H -1.932 1.735 0.155 0.3120
H -0.333 2.367 -0.261 0.3141
H -1.187 1.293 -1.400 0.3620
H 1.433 0.893 -0.642 0.3504
H 1.778 -0.819 -1.091 0.4637
H 1.946 -0.958 1.600 0.4129
```

Properties
Relative energy (zero: lowest compared OMol25 entry of this formula, charge and spin) in kcal/mol: 106.3
Total energy in Eh: -287.66311
Kohn-Sham gap in eV: 8.278

=====

Entry 4:
Here is C2H3NO2 in the gas phase from OMol25. Energies are from wB97M-V/def2-TZVPD.

XYZ file:
```
8
Properties=species:S:1:pos:R:3:mulliken_charge:R:1
O 2.285 -0.165 -0.069 -0.6158
C 0.958 0.067 0.010 0.3013
N 0.138 1.050 -0.142 -0.1337
C -0.402 -0.199 0.448 0.1016
O -1.297 -1.094 -0.193 -0.4729
H 0.035 1.913 -0.594 0.2243
H -0.886 -0.149 1.498 0.2901
H -0.832 -1.422 -0.958 0.3052
```

Properties
Relative energy (zero: lowest compared OMol25 entry of this formula, charge and spin) in kcal/mol: 69.9
Total energy in Eh: -283.14664
SMILES: O=C1N[C@H]1O
Kohn-Sham gap in eV: 10.553

=====

Repeat the fourth record exactly.
Here is C2H3NO2 in the gas phase from OMol25. Energies are from wB97M-V/def2-TZVPD.

XYZ file:
```
8
Properties=species:S:1:pos:R:3:mulliken_charge:R:1
O 2.285 -0.165 -0.069 -0.6158
C 0.958 0.067 0.010 0.3013
N 0.138 1.050 -0.142 -0.1337
C -0.402 -0.199 0.448 0.1016
O -1.297 -1.094 -0.193 -0.4729
H 0.035 1.913 -0.594 0.2243
H -0.886 -0.149 1.498 0.2901
H -0.832 -1.422 -0.958 0.3052
```

Properties
Relative energy (zero: lowest compared OMol25 entry of this formula, charge and spin) in kcal/mol: 69.9
Total energy in Eh: -283.14664
SMILES: O=C1N[C@H]1O
Kohn-Sham gap in eV: 10.553